# 1
This record from the Open Molecules 2025 dataset describes H5N3O in the gas phase in a non-equilibrium geometry. The level of theory is ωB97M-V/def2-TZVPD.

The calculation puts the HOMO-LUMO gap at 0.3653 Eh. For the highest occupied orbital energy, the calculation gives -8.86 eV.

The geometry in XYZ format:
```
9
H5N3O, DFT ωB97M-V/def2-TZVPD
N -1.14312 0.70124 0.29398
N -0.64321 0.15434 -0.78117
O 0.33218 -1.01094 -0.36089
N 1.56095 -0.63078 0.05034
H -1.56805 -0.00794 0.98377
H -0.68411 1.50236 0.72725
H -1.42525 -0.61407 -1.08543
H 2.05554 -0.07502 -0.64465
H 1.51506 -0.01919 0.81680
```



# 2
This record from the Open Molecules 2025 dataset describes H5N3OS in the gas phase in a non-equilibrium geometry. The level of theory is ωB97M-V/def2-TZVPD.

The calculation puts the HOMO-LUMO gap at 0.3930 Eh. For the highest occupied orbital energy, the calculation gives -10.08 eV.

The geometry in XYZ format:
```
10
H5N3OS, DFT ωB97M-V/def2-TZVPD
N 1.07071 -0.57250 -1.46982
S 0.94535 0.01584 -0.05853
N -0.02183 -1.05062 0.87768
N -0.18668 1.35847 -0.21197
O 2.04428 0.27384 0.88280
H 1.94489 -1.16820 -1.39540
H -0.13541 -0.75752 1.84221
H -0.47455 -1.72856 0.36358
H -0.37810 1.24555 -1.21873
H -1.11564 1.43564 0.19060
```



Energy above the lowest of the compared OMol25 structures with the same formula, charge and spin (kJ/mol)
203.7 30.8